(1)
18
Properties=species:S:1:pos:R:3:lowdin_charge:R:1 method="wB97M-V/def2-TZVPD" homo_ev=-9.457 orbital_gap_ev=8.016 fmax_ev_per_a=7.7 spin_multiplicity=1 charge=0 relative_energy_kcal_mol=46.0
C -2.5698 0.2667 -0.4036 -0.18
C -2.2743 -1.1175 -0.6443 -0.03
C -1.1024 -1.5169 -0.2798 -0.01
C 0.0269 -0.6516 0.1515 -0.14
C 1.2900 -1.1463 0.6449 -0.06
C 2.4540 -0.4385 0.6070 -0.07
C 2.3893 1.0089 0.2185 -0.05
C 1.1319 1.4848 0.1024 -0.10
C 0.0250 0.7085 0.0074 -0.12
C -1.3676 1.3013 -0.4533 -0.18
H -2.9740 -1.8790 -0.9753 0.13
H -0.9306 -2.5410 -0.1808 0.10
H 1.4427 -2.2439 0.9970 0.14
H 3.4290 -0.9039 0.9894 0.12
H 3.3112 1.7988 -0.0805 0.17
H 0.9619 2.5328 -0.2795 0.14
O -3.6887 0.8271 0.1018 0.03
O -1.5547 2.5097 -0.5228 0.11



(2)
121
Properties=species:S:1:pos:R:3:lowdin_charge:R:1 method="wB97M-V/def2-TZVPD" homo_ev=-7.640 orbital_gap_ev=7.660 fmax_ev_per_a=2.3 spin_multiplicity=1 charge=0
C -0.6156 2.5213 -3.7717 -0.07
C 0.2407 2.1448 -2.5125 -0.22
C 1.3109 1.0800 -2.8250 -0.14
C 0.8763 -0.3495 -2.4592 -0.28
O 2.0759 -1.2224 -2.5971 -0.23
S 1.4162 -2.6934 -2.2662 0.66
O 2.4775 -3.6014 -1.9266 -0.23
O 0.5277 -3.2339 -3.2777 -0.26
O 0.4624 -2.1882 -1.0695 -0.24
C 0.4366 -0.6932 -1.0333 -0.49
C -1.0578 -0.3933 -0.7554 -0.14
C -1.9550 -0.6366 -1.9820 -0.13
C -3.4287 -0.7871 -1.6118 -0.20
F -3.8384 -2.0944 -1.8064 -0.05
P 1.6471 -0.4172 0.3926 1.02
C 2.1800 1.3439 0.5123 -0.25
C 0.7592 -0.7575 1.9893 -0.25
H -1.6393 2.2037 -3.6217 0.04
H -0.1642 2.0663 -4.6553 0.07
H -0.5826 3.6082 -3.8654 0.05
H 0.7603 3.0563 -2.2134 0.07
H -0.3597 1.8647 -1.6523 0.07
H 2.2744 1.3131 -2.3744 0.10
H 1.4686 1.0975 -3.9025 0.09
H 0.2592 -0.7143 -3.2833 0.14
H -1.1910 0.5931 -0.3102 0.12
H -1.3668 -1.1211 0.0019 0.10
H -1.6239 -1.5723 -2.4375 0.11
H -1.8459 0.1887 -2.6884 0.10
H -4.0341 -0.1966 -2.3087 0.11
H -3.6632 -0.4500 -0.6041 0.10
H 1.8421 1.7954 1.4502 0.04
H 1.8133 1.9912 -0.2814 0.00
H 3.2689 1.3470 0.5717 0.01
H 1.0036 0.0689 2.6602 0.04
H 1.1698 -1.6604 2.4331 -0.01
H -0.3253 -0.7771 1.8786 0.01
O 1.1002 4.2937 -0.3192 -0.05
H 1.5254 4.8711 -0.9629 0.05
H 1.2921 4.7050 0.5305 0.05
O 4.7919 -2.3354 -3.7351 -0.05
H 3.9693 -1.8925 -3.5126 -0.01
H 4.7910 -3.1195 -3.1750 0.04
O -3.4603 -1.8493 1.3816 -0.05
H -4.3919 -1.9374 1.6276 0.03
H -3.1342 -2.7561 1.3483 0.02
O 0.9041 -2.7453 4.3262 -0.06
H 1.8155 -3.0156 4.4890 0.01
H 0.4740 -3.5478 4.0102 0.06
O -2.2919 0.7595 2.7894 -0.06
H -2.4105 -0.1706 2.5412 0.01
H -1.9265 0.7248 3.6790 0.05
O -2.3490 -4.9790 0.9538 -0.04
H -1.7104 -4.5396 0.3808 0.05
H -2.2713 -5.9109 0.7166 0.05
O 1.9456 -0.5383 -5.7229 -0.04
H 1.8777 -1.4569 -6.0048 0.05
H 2.2459 -0.5962 -4.8100 0.00
O -2.3402 -4.2141 -4.0812 -0.05
H -2.4975 -4.1066 -5.0237 0.05
H -1.5870 -3.6438 -3.8912 0.00
O 2.9674 3.3439 -3.6754 -0.03
H 2.7968 3.8672 -4.4655 0.05
H 3.8062 2.9056 -3.8581 0.05
O 5.3155 -0.2911 -1.6820 -0.06
H 4.3763 -0.4228 -1.5059 0.00
H 5.6682 -1.1833 -1.7402 0.02
O -2.4918 2.8476 -1.6630 -0.05
H -3.4070 2.8806 -1.9624 0.06
H -2.4731 3.4359 -0.8971 0.02
O 2.4144 -3.5064 6.4597 -0.07
H 1.5797 -3.0772 6.6795 0.06
H 2.4051 -4.3155 6.9887 0.03
O -2.2505 -6.3411 3.7363 -0.06
H -2.5922 -5.9129 2.9408 0.00
H -2.2595 -7.2794 3.5246 0.03
O 0.0279 -5.9703 -4.9146 -0.06
H 0.7425 -6.5759 -4.6964 0.03
H 0.2118 -5.1834 -4.3903 -0.01
O -2.3010 3.7130 1.2873 -0.04
H -3.1418 4.1272 1.5184 0.06
H -2.2890 2.9025 1.8160 0.03
O 5.4771 -1.8818 6.2795 -0.05
H 4.5350 -2.0239 6.4255 0.01
H 5.8405 -2.7702 6.2132 0.03
O -2.1009 6.5238 2.1817 -0.07
H -2.3792 6.9659 1.3695 0.01
H -2.0582 5.5943 1.9260 -0.02
O -1.2674 5.8611 -3.5075 -0.06
H -2.0255 6.1135 -4.0442 0.04
H -1.6549 5.4921 -2.7046 0.03
O -5.9321 -1.1147 2.9193 -0.06
H -6.8621 -1.0258 2.6909 0.02
H -5.8146 -0.4929 3.6421 0.04
O 0.8847 -5.9608 7.3595 -0.05
H 0.0077 -5.6768 7.0800 0.05
H 0.7456 -6.8404 7.7237 0.05
O 5.2661 1.4787 2.0983 -0.06
H 6.1314 1.7565 1.7833 0.04
H 5.2946 0.5132 2.0719 0.01
O 3.5785 -5.4105 4.5634 -0.05
H 3.2335 -5.0985 5.4104 -0.01
H 4.3040 -6.0000 4.7910 0.04
O -8.2742 -0.9684 4.3524 -0.05
H -9.0678 -0.4935 4.6210 0.05
H -8.2473 -1.7392 4.9287 0.05
O -1.3877 7.8239 -0.4724 -0.06
H -1.4853 7.9260 -1.4236 0.02
H -0.6579 8.4116 -0.2557 0.02
O -2.8928 -6.9180 -1.9943 -0.07
H -3.1271 -7.3572 -2.8169 0.03
H -3.0260 -5.9818 -2.1895 0.02
O 4.0609 -1.4389 2.7781 -0.05
H 4.0128 -2.3500 2.4674 0.05
H 4.3899 -1.5149 3.6831 0.03
O -0.1285 10.3059 -1.3589 -0.05
H -0.1457 10.9989 -0.6903 0.05
H -0.5463 10.7097 -2.1279 0.05
O 1.6885 10.9558 -3.7512 -0.06
H 1.6245 10.0361 -4.0273 0.04
H 1.9594 10.9034 -2.8286 0.02



(3)
19
Properties=species:S:1:pos:R:3:lowdin_charge:R:1 method="wB97M-V/def2-TZVPD" homo_ev=-9.083 orbital_gap_ev=8.435 fmax_ev_per_a=5.7 spin_multiplicity=1 charge=0 relative_energy_kcal_mol=54.0
C -3.5768 -0.2773 0.1316 -0.18
C -2.0253 -0.0110 0.1093 -0.26
C -1.6230 1.4161 -0.0137 -0.01
C -0.2627 1.7353 -0.0877 -0.01
C 0.6435 0.6347 -0.0633 -0.18
C 2.0026 0.8861 -0.0046 -0.07
C 2.8234 -0.2269 0.1682 -0.12
C 2.4031 -1.5166 0.0609 -0.15
C 1.1032 -1.7871 -0.1287 -0.03
C 0.1001 -0.7373 0.1143 -0.15
H -3.9397 0.8237 0.6886 0.16
H -2.5041 1.9863 -0.1388 0.07
H 0.1487 2.7947 -0.1881 0.14
H 2.4845 1.8958 -0.1384 0.13
H 3.9988 -0.0709 -0.1235 0.16
H 3.0975 -2.3968 0.0956 0.13
H 0.5887 -2.8083 -0.4610 0.16
N -1.2591 -1.0354 0.1348 0.16
O -4.2034 -1.3050 -0.1553 0.04



(4)
32
Properties=species:S:1:pos:R:3:lowdin_spin:R:1 method="wB97M-V/def2-TZVPD" homo_ev="-0.417 / -0.727" orbital_gap_ev="3.973 / 4.387" fmax_ev_per_a=2.6 s2=0.787 spin_multiplicity=2 charge=-2 relative_energy_kcal_mol=100.4
Pd -0.0423 -2.0764 -0.8064 0.44
S -2.2758 -2.8337 -4.9983 0.01
Sb -0.3327 -3.3210 -3.8276 0.02
S 0.4964 -1.1988 -2.8621 0.25
S -0.9776 -4.0800 -1.5521 0.22
Cl 3.1385 -2.3143 1.5815 -0.01
Si 1.7935 -3.2034 0.1835 -0.05
Cl -0.2091 -2.8317 1.5211 0.06
Cl 1.9493 -5.2270 0.8121 -0.02
N -4.1044 -0.6104 -0.2684 0.00
C -3.8550 0.2219 -1.3494 0.00
C -2.6907 -0.2223 -1.8868 0.00
N -2.2302 -1.2981 -1.1647 0.01
C -3.0858 -1.4988 -0.2054 0.00
H -4.8585 -0.5359 0.3860 0.00
H -4.5174 1.0248 -1.6207 0.00
H -2.1532 0.1178 -2.7555 0.00
H -3.0014 -2.2689 0.5446 0.00
Br 4.1975 5.0735 2.4015 0.00
C 3.0492 3.6463 1.8591 0.00
C 3.4439 2.8212 0.8203 0.00
C 2.5916 1.7995 0.4192 0.00
C 1.3575 1.6186 1.0310 0.00
C 0.9971 2.4523 2.0811 0.00
C 1.8400 3.4694 2.5101 0.00
C 0.3980 0.5246 0.5652 0.00
O -0.7838 0.6286 0.8610 0.00
O 1.0057 -0.3856 -0.1086 0.06
H 4.3976 2.9736 0.3331 0.00
H 2.8679 1.1235 -0.3799 0.00
H 0.0329 2.2909 2.5468 0.00
H 1.5613 4.1196 3.3287 0.00



(5)
22
Properties=species:S:1:pos:R:3:lowdin_charge:R:1 method="wB97M-V/def2-TZVPD" homo_ev=-8.765 orbital_gap_ev=9.431 fmax_ev_per_a=5.4 spin_multiplicity=1 charge=0 relative_energy_kcal_mol=29.4
C 0.4084 2.1404 -2.0716 -0.10
C 1.4963 1.5642 -1.4697 -0.08
C -0.7473 1.3865 -2.1781 -0.14
C 1.4268 0.2333 -0.9366 -0.08
C -0.9259 0.1456 -1.7870 -0.05
C 0.2122 -0.4390 -1.0922 -0.19
C -0.9456 -2.2385 0.2143 0.02
C 0.1215 -1.7918 -0.4217 -0.14
C -0.6856 -0.6172 3.2411 -0.50
C 0.2301 0.3660 2.9963 -1.01
F -0.3323 -1.8652 3.1407 0.12
F -1.9079 -0.4108 3.6902 0.14
Cl -0.0967 2.0418 2.9662 0.66
Cl 1.7705 -0.1532 2.2807 0.65
H 0.5362 3.0730 -2.5606 0.09
H 2.3573 2.2280 -1.1618 0.12
H -1.6401 1.8778 -2.6846 0.13
H 2.2840 -0.1996 -0.4477 0.07
H -1.7767 -0.3626 -2.1409 0.10
H -1.7257 -1.4911 0.1398 0.06
H -1.0039 -3.1172 0.8031 0.05
H 0.9443 -2.3704 -0.5197 0.07



(6)
26
Properties=species:S:1:pos:R:3:lowdin_charge:R:1 method="wB97M-V/def2-TZVPD" homo_ev=-15.596 orbital_gap_ev=6.220 fmax_ev_per_a=4.8 spin_multiplicity=1 charge=+2
O 2.9689 1.0324 2.2578 -0.36
C 2.6654 0.2547 1.3033 -0.27
C 3.6802 -0.4819 0.5795 0.04
C 3.4720 -0.7156 -0.7146 0.12
C 2.2272 -0.1497 -1.3103 -0.29
O 2.2018 0.3525 -2.3873 0.24
C 1.0151 -0.0868 -0.4088 0.00
C -0.3237 -0.1979 -1.0319 -0.06
C -1.2635 0.9969 -0.7885 -0.16
O -1.9409 1.0033 0.4408 -0.10
C -2.8083 -0.0720 0.6952 -0.09
C -3.8512 -0.3129 -0.3821 -0.63
F -4.8852 -0.9610 0.1399 0.17
F -4.2816 0.8120 -0.9368 0.18
F -3.3519 -1.0813 -1.3729 0.14
C 1.3000 0.1043 0.8866 -0.15
F 0.4108 0.2161 1.8818 0.13
H 4.5628 -0.8379 1.0881 0.14
H 4.1656 -1.2521 -1.3400 0.15
H -0.1769 -0.2700 -2.1036 0.14
H -0.7519 -1.1488 -0.7169 0.14
H -0.6660 1.9015 -0.7955 0.14
H -1.9411 1.0673 -1.6333 0.13
H -3.3358 0.1595 1.6106 0.15
H -2.2745 -1.0104 0.8407 0.13
Sr 3.1826 0.6778 4.1982 1.95



Record order is preserved below.
DFT total energy: -14558.9644; -99964.4072; -14018.2856; -175592.1216; -40976.8120; -28329.7270 eV